{
  "formula": "C2H11NO5",
  "method": "wB97M-V/def2-TZVPD",
  "symbols": ["C", "N", "C", "O", "O", "H", "H", "H", "H", "H", "O", "H", "H", "O", "H", "H", "O", "H", "H"],
  "positions_angstrom": [[0.363, -1.535, -0.073], [-0.384, -0.314, -0.359], [-1.714, -0.190, -0.113], [-2.259, 0.895, -0.175], [-2.430, -1.319, 0.207], [0.710, -1.921, -1.091], [1.163, -1.186, 0.590], [-0.127, -2.430, 0.309], [0.034, 0.549, -0.651], [-1.753, -1.988, 0.423], [2.456, -0.006, 1.590], [1.915, 0.557, 1.037], [3.205, 0.474, 1.947], [0.377, 2.538, 0.871], [-0.440, 2.276, 1.308], [0.629, 1.884, 0.217], [1.931, -0.302, -1.985], [2.870, -0.217, -1.808], [1.585, 0.041, -2.809]],
  "orbital_gap_ev": 9.887,
  "relative_energy_kj_mol": 127.1,
  "smiles": "CNC(=O)O.O.O.O",
  "spin_multiplicity": 1
}

{
  "formula": "C26H55ClN2O3P2Pb",
  "method": "wB97M-V/def2-TZVPD",
  "symbols": ["Pb", "Cl", "P", "C", "C", "C", "C", "H", "C", "H", "H", "H", "H", "H", "H", "H", "C", "C", "H", "H", "H", "H", "H", "H", "C", "H", "C", "H", "H", "H", "H", "H", "H", "H", "H", "P", "C", "C", "C", "C", "H", "C", "H", "H", "H", "H", "H", "H", "H", "C", "C", "H", "H", "H", "H", "H", "H", "C", "H", "C", "H", "H", "H", "H", "H", "H", "C", "C", "C", "C", "C", "C", "O", "N", "C", "O", "N", "C", "O", "H", "H", "H", "H", "H", "H", "H", "H", "H", "H", "H"],
  "positions_angstrom": [[-0.897, -0.430, -0.369], [-2.971, -1.191, -1.855], [-2.436, 1.387, 0.337], [-4.134, 0.774, 0.676], [-1.915, 2.328, 1.800], [-2.616, 2.467, -1.145], [-4.246, -0.626, 1.301], [-4.576, 0.708, -0.338], [-4.950, 1.762, 1.509], [-4.723, 1.665, 2.582], [-6.021, 1.524, 1.382], [-4.810, 2.808, 1.213], [-4.158, -1.409, 0.534], [-5.236, -0.728, 1.775], [-3.483, -0.800, 2.071], [-3.088, 1.765, -1.864], [-1.303, 2.946, -1.776], [-3.563, 3.646, -0.920], [-4.613, 3.330, -0.898], [-3.452, 4.354, -1.759], [-3.325, 4.191, 0.003], [-0.434, 2.339, -1.480], [-1.088, 3.998, -1.519], [-1.392, 2.888, -2.878], [-1.706, 1.420, 3.006], [-2.793, 2.958, 1.996], [-0.721, 3.252, 1.590], [-2.644, 0.982, 3.376], [-1.259, 1.996, 3.833], [-1.024, 0.592, 2.776], [0.117, 2.749, 1.076], [-0.349, 3.599, 2.570], [-0.993, 4.150, 1.009], [-1.828, -1.501, 0.654], [-0.680, 0.368, -1.920], [0.193, -2.424, -1.409], [-0.074, -2.494, -3.224], [1.981, -2.567, -1.129], [-0.724, -3.876, -0.741], [-0.129, -1.149, -3.965], [-1.085, -2.942, -3.303], [0.931, -3.411, -3.920], [1.889, -2.898, -4.094], [0.526, -3.684, -4.911], [1.124, -4.344, -3.378], [-1.097, -0.651, -3.816], [-0.011, -1.333, -5.046], [0.676, -0.468, -3.652], [-1.740, -3.689, -1.151], [-0.860, -3.932, 0.781], [-0.213, -5.211, -1.278], [-0.485, -5.363, -2.329], [-0.682, -6.024, -0.698], [0.874, -5.308, -1.162], [-0.574, -2.988, 1.280], [-0.246, -4.739, 1.218], [-1.914, -4.134, 1.048], [2.727, -1.344, -1.649], [2.246, -3.424, -1.764], [2.396, -2.904, 0.299], [2.870, -1.367, -2.743], [3.729, -1.291, -1.192], [2.200, -0.402, -1.400], [2.010, -2.177, 1.030], [3.498, -2.887, 0.369], [2.064, -3.910, 0.596], [2.972, 3.850, 0.978], [2.926, 2.764, 2.028], [2.914, 1.245, 1.582], [4.263, 0.720, 0.951], [4.747, 1.278, -0.367], [2.839, 0.487, 2.901], [3.675, 0.588, 3.801], [1.772, -0.385, 3.107], [0.735, -0.646, 2.206], [-0.136, -1.432, 2.567], [0.782, 0.055, 1.018], [1.725, 0.944, 0.673], [1.624, 1.535, -0.432], [3.909, 3.847, 0.413], [2.919, 4.813, 1.490], [2.129, 3.789, 0.287], [3.774, 2.900, 2.717], [2.012, 2.917, 2.629], [5.066, 0.857, 1.696], [4.137, -0.372, 0.841], [5.089, 2.312, -0.272], [5.616, 0.693, -0.675], [3.987, 1.202, -1.148], [1.733, -0.891, 3.995]],
  "orbital_gap_ev": 7.641,
  "spin_multiplicity": 1
}

{
  "formula": "C33H60Cl8F3N2",
  "method": "wB97M-V/def2-TZVPD",
  "symbols": ["C", "C", "C", "C", "C", "C", "C", "C", "C", "C", "C", "C", "C", "C", "C", "C", "C", "C", "N", "C", "C", "C", "C", "F", "F", "F", "C", "C", "C", "N", "H", "H", "H", "H", "H", "H", "H", "H", "H", "H", "H", "H", "H", "H", "H", "H", "H", "H", "H", "H", "H", "H", "H", "H", "H", "H", "H", "H", "H", "H", "H", "H", "H", "H", "H", "H", "H", "H", "H", "H", "H", "H", "H", "H", "Cl", "C", "C", "Cl", "H", "H", "H", "H", "Cl", "C", "C", "Cl", "H", "H", "H", "H", "Cl", "C", "C", "Cl", "H", "H", "H", "H", "Cl", "C", "C", "Cl", "H", "H", "H", "H"],
  "positions_angstrom": [[0.767, -2.504, 3.655], [0.621, -3.748, 2.831], [1.716, -3.916, 1.792], [1.212, -4.388, 0.451], [0.823, -3.274, -0.523], [-0.662, -3.052, -0.682], [-1.189, -2.064, 0.347], [-2.240, -1.123, -0.188], [-2.261, 0.199, 0.572], [-2.829, 1.353, -0.236], [-1.945, 2.532, -0.609], [-1.026, 3.108, 0.462], [0.409, 3.070, 0.033], [1.337, 3.748, 1.041], [2.242, 2.800, 1.793], [3.410, 2.281, 1.053], [3.550, 0.987, 1.015], [4.517, 0.457, 0.454], [5.401, 1.200, -0.098], [5.324, 2.480, -0.106], [6.399, 3.207, -0.782], [6.904, 2.526, -2.038], [8.166, 1.723, -1.850], [8.701, 1.854, -0.653], [7.907, 0.415, -2.032], [9.072, 2.045, -2.743], [4.343, 3.046, 0.465], [4.298, 4.514, 0.496], [3.846, 5.184, -0.832], [3.075, 4.383, -1.755], [0.522, -1.671, 3.033], [1.804, -2.399, 3.911], [0.164, -2.531, 4.532], [-0.333, -3.722, 2.351], [0.638, -4.597, 3.475], [2.364, -4.682, 2.157], [2.317, -3.038, 1.659], [0.415, -5.084, 0.604], [2.001, -4.942, -0.009], [1.278, -2.337, -0.269], [1.199, -3.568, -1.477], [-1.172, -3.983, -0.655], [-0.827, -2.633, -1.660], [-0.354, -1.494, 0.706], [-1.644, -2.616, 1.144], [-3.182, -1.591, 0.012], [-2.186, -0.983, -1.247], [-1.274, 0.369, 0.959], [-2.916, 0.058, 1.403], [-3.149, 0.936, -1.162], [-3.716, 1.725, 0.221], [-2.620, 3.296, -0.913], [-1.349, 2.289, -1.471], [-1.297, 4.128, 0.595], [-1.157, 2.602, 1.398], [0.423, 3.661, -0.858], [0.727, 2.082, -0.257], [1.864, 4.538, 0.562], [0.708, 4.220, 1.759], [1.638, 1.965, 2.062], [2.546, 3.230, 2.722], [2.820, 0.390, 1.473], [4.645, -0.586, 0.445], [6.188, 0.739, -0.529], [5.972, 4.127, -1.085], [7.175, 3.465, -0.094], [7.084, 3.242, -2.802], [6.151, 1.862, -2.400], [5.286, 4.867, 0.703], [3.679, 4.819, 1.296], [3.243, 6.017, -0.552], [4.692, 5.568, -1.360], [2.439, 3.745, -1.315], [3.631, 3.924, -2.455], [-0.947, -6.777, -0.854], [-0.333, -8.446, -0.718], [-0.541, -9.004, 0.661], [0.486, -8.185, 1.870], [0.718, -8.438, -0.989], [-0.873, -9.047, -1.447], [-0.274, -10.058, 0.675], [-1.575, -8.904, 0.978], [-6.417, 1.482, -2.080], [-6.171, 0.804, -3.715], [-5.684, -0.615, -3.667], [-4.021, -0.731, -3.026], [-5.471, 1.447, -4.241], [-7.129, 0.845, -4.228], [-5.670, -1.032, -4.672], [-6.322, -1.237, -3.046], [-1.334, 0.567, 4.217], [-1.318, -0.013, 5.904], [-0.229, 0.634, 6.713], [1.401, 0.109, 6.200], [-1.212, -1.093, 5.884], [-2.287, 0.231, 6.332], [-0.335, 0.355, 7.759], [-0.269, 1.717, 6.639], [-8.683, 0.934, -6.143], [-9.941, 0.704, -4.894], [-10.883, 1.873, -4.823], [-10.080, 3.331, -4.189], [-9.444, 0.539, -3.941], [-10.489, -0.198, -5.159], [-11.703, 1.639, -4.147], [-11.293, 2.112, -5.799]],
  "charge": 1,
  "orbital_gap_ev": 8.486,
  "spin_multiplicity": 1
}

{
  "formula": "C52H54N8O2W",
  "method": "wB97M-V/def2-TZVPD",
  "symbols": ["W", "O", "C", "C", "C", "C", "C", "C", "C", "C", "C", "O", "C", "C", "C", "C", "C", "C", "C", "C", "C", "C", "C", "C", "N", "C", "C", "C", "C", "C", "C", "C", "C", "C", "C", "C", "C", "H", "H", "H", "H", "H", "H", "H", "H", "H", "H", "H", "H", "H", "H", "H", "H", "H", "H", "H", "H", "H", "H", "H", "H", "H", "H", "H", "C", "C", "C", "C", "C", "C", "C", "N", "C", "C", "C", "C", "C", "C", "C", "N", "C", "C", "C", "C", "H", "H", "H", "H", "H", "H", "H", "H", "H", "H", "H", "H", "H", "H", "H", "H", "H", "H", "H", "H", "H", "H", "H", "H", "N", "N", "N", "C", "N", "N", "H", "H", "H"],
  "positions_angstrom": [[-0.003, 0.255, 0.444], [0.559, 1.739, -0.146], [1.341, 4.620, 1.545], [0.614, 3.384, 2.156], [1.365, 2.245, 2.809], [1.877, 2.435, 4.072], [2.631, 1.451, 4.666], [2.971, 0.358, 3.946], [2.452, 0.178, 2.647], [3.044, -0.914, 1.819], [2.101, -2.024, 1.473], [0.954, -1.237, 0.835], [1.460, -2.869, 2.573], [0.393, -2.461, 3.406], [-0.210, -3.399, 4.230], [0.274, -4.691, 4.299], [1.449, -5.042, 3.650], [2.017, -4.155, 2.798], [2.636, -2.884, 0.335], [1.730, -3.276, -0.683], [2.140, -4.077, -1.718], [3.521, -4.435, -1.752], [4.436, -3.994, -0.799], [3.973, -3.281, 0.301], [1.527, 1.024, 2.175], [2.697, 4.847, 1.754], [3.188, 6.110, 2.088], [4.544, 6.222, 2.387], [5.365, 5.129, 2.247], [4.870, 3.893, 1.911], [3.570, 3.719, 1.702], [0.514, 5.578, 0.873], [-0.877, 5.803, 1.108], [-1.568, 6.583, 0.254], [-0.967, 7.195, -0.849], [0.396, 7.028, -1.070], [1.141, 6.208, -0.238], [-0.070, 3.080, 1.388], [-0.015, 3.867, 2.900], [1.639, 3.331, 4.629], [2.895, 1.537, 5.740], [3.638, -0.386, 4.313], [3.894, -1.312, 2.341], [3.467, -0.490, 0.875], [-0.046, -1.440, 3.378], [-1.050, -3.200, 4.822], [-0.186, -5.461, 4.979], [1.884, -6.022, 3.789], [2.900, -4.493, 2.263], [0.654, -3.038, -0.587], [1.497, -4.594, -2.422], [3.853, -5.010, -2.601], [5.477, -4.294, -0.890], [4.700, -2.963, 1.019], [2.561, 6.912, 2.146], [4.900, 7.245, 2.534], [6.464, 5.266, 2.343], [5.557, 3.070, 1.847], [3.200, 2.801, 1.494], [-1.353, 5.293, 1.950], [-2.629, 6.779, 0.395], [-1.562, 7.782, -1.549], [0.801, 7.566, -1.891], [2.190, 6.093, -0.382], [-5.242, -4.088, -2.305], [-5.187, -3.602, -0.885], [-6.403, -2.721, -0.617], [-5.109, -4.828, 0.065], [-4.002, -2.688, -0.672], [-3.653, -2.303, 0.632], [-2.579, -1.440, 0.900], [-1.855, -0.835, -0.084], [-2.156, -1.250, -1.348], [-3.204, -2.122, -1.666], [-1.109, -0.810, -2.315], [-1.137, -0.994, -3.676], [-0.052, -0.693, -4.487], [1.062, -0.147, -3.749], [0.992, 0.138, -2.418], [-0.092, -0.233, -1.675], [-0.038, -0.799, -5.994], [-0.887, -1.971, -6.461], [1.417, -1.097, -6.481], [-0.508, 0.547, -6.608], [-6.085, -4.762, -2.399], [-4.339, -4.638, -2.559], [-5.400, -3.265, -3.045], [-7.308, -3.191, -1.063], [-6.384, -1.732, -1.106], [-6.564, -2.613, 0.427], [-5.931, -5.479, -0.051], [-5.088, -4.464, 1.122], [-4.228, -5.433, -0.093], [-4.217, -2.617, 1.476], [-2.415, -1.192, 1.927], [-3.286, -2.365, -2.689], [-1.965, -1.441, -4.161], [1.993, 0.167, -4.241], [1.749, 0.668, -1.900], [-0.483, -2.877, -6.039], [-0.870, -2.069, -7.534], [-1.907, -1.967, -6.092], [1.846, -1.910, -5.876], [2.039, -0.199, -6.487], [1.299, -1.403, -7.507], [-1.589, 0.645, -6.616], [-0.135, 0.657, -7.633], [-0.132, 1.420, -6.048], [-3.622, 3.289, 2.947], [-2.852, 2.234, 2.724], [-2.691, 1.337, 3.675], [-1.783, 0.554, 3.187], [-1.378, 0.959, 1.947], [-2.100, 2.111, 1.720], [-4.089, 3.185, 3.860], [-4.235, 3.454, 2.139], [-1.498, -0.309, 3.762]],
  "charge": 4,
  "orbital_gap_ev": 5.634,
  "relative_energy_kj_mol": 58.3,
  "spin_multiplicity": 1
}

E (computed, eV): -13979.560 -73324.525 -146499.721 -72603.774
Strongest force on any atom (computed, eV/A): 2.93 2.42 7.33 2.95
Lowest unoccupied orbital energy (computed, eV): 0.1295 0.6363 -3.3436 -11.8717